{
  "formula": "C5H9O",
  "method": "the ωB97M-V functional and the def2-TZVPD basis",
  "symbols": ["C", "C", "C", "C", "C", "O", "H", "H", "H", "H", "H", "H", "H", "H", "H"],
  "coordinates": [[-0.321286, 1.998861, 1.655926], [-0.855821, -0.222160, -0.151380], [0.416849, 1.113990, 1.134800], [1.790602, 0.742224, 0.816498], [-0.922999, -1.902653, -1.779937], [-0.246821, -0.978410, -0.914063], [0.167629, 2.684415, 2.220381], [-1.433320, 1.895937, 1.497104], [-2.030777, -0.299928, -0.144822], [2.488575, 1.502008, 1.415062], [1.951104, -0.286439, 0.899792], [2.136981, 0.959008, -0.298998], [-0.519326, -1.898414, -2.813913], [-0.702345, -2.905454, -1.603215], [-2.033171, -1.996237, -1.629906]],
  "forces_ev_per_a": [[-4.1, -1.4, -1.0], [-0.4, 1.8, 2.2], [0.3, -2.9, -3.5], [1.7, 3.3, -1.8], [-1.6, -1.0, -1.8], [0.3, -0.5, -0.4], [0.9, 2.4, 1.9], [1.4, 0.8, 0.6], [1.9, 0.2, -0.1], [-1.3, -2.1, -0.8], [0.7, -1.5, 0.9], [-1.3, -0.1, 2.1], [-0.7, 1.3, 0.5], [1.3, -1.6, 1.6], [0.9, 1.3, -0.4]],
  "nbo_charge": [-0.4479, 0.3836, 0.2711, -0.7398, -0.3185, -0.3827, 0.2634, 0.2711, 0.1663, 0.2966, 0.2556, 0.2692, 0.2522, 0.2354, 0.2245],
  "relative_energy_kcal_mol": 96.21,
  "charge": 1,
  "homo_lumo_gap_ev": 10.12,
  "lumo_ev": -4.76,
  "spin_multiplicity": 1
}

=====

{
  "formula": "C5H9O3",
  "method": "the ωB97M-V functional and the def2-TZVPD basis",
  "symbols": ["C", "O", "C", "C", "C", "C", "O", "O", "H", "H", "H", "H", "H", "H", "H", "H", "H"],
  "coordinates": [[2.675672, 0.222881, 0.495806], [3.334397, -0.759476, -0.767436], [1.324457, 0.721355, 0.056535], [0.361750, -0.361900, -0.417427], [-1.007174, 0.174386, -0.674888], [-2.174567, 0.195014, 0.083123], [-2.122747, -0.931911, 1.001510], [-3.137286, 0.966607, 0.106015], [2.566134, -0.432029, 1.381421], [3.478571, 0.928270, 0.754359], [1.552763, 1.404365, -0.779278], [0.863123, 1.363819, 0.811406], [0.337519, -1.108095, 0.392931], [0.799860, -0.878772, -1.266610], [-1.105831, 0.961570, -1.430516], [3.520267, -0.703208, 0.168355], [-3.052330, -1.099495, 1.209569]],
  "forces_ev_per_a": [[-1.8, 0.9, -0.4], [-1.6, 2.1, 0.7], [1.0, 1.0, -1.1], [-0.6, -0.6, 1.0], [-1.2, 1.6, -0.9], [2.5, -1.3, 0.3], [-1.0, 0.3, 0.3], [-0.7, -0.4, 0.0], [0.0, -0.2, -0.4], [-0.4, 0.2, -0.5], [-0.3, -0.1, 0.1], [0.0, -0.3, 0.3], [-0.2, 0.0, -0.2], [0.1, 0.1, -0.2], [0.6, 0.0, 0.0], [3.5, -3.4, 0.9], [0.2, 0.2, 0.2]],
  "nbo_charge": [-0.1401, -0.7500, -0.4180, -0.4048, -0.6112, 0.6691, -0.8023, -0.7710, 0.1811, 0.1876, 0.1970, 0.2217, 0.1947, 0.1994, 0.1677, 0.4241, 0.4549],
  "relative_energy_kcal_mol": 105.91,
  "charge": -1,
  "homo_lumo_gap_ev": 5.56,
  "lumo_ev": 3.47,
  "spin_multiplicity": 1
}